A structure of composition C26H34ClO2W in a non-equilibrium geometry. Source: the OMol25 dataset; level of theory: ωB97M-V/def2-TZVPD.

```
64
Properties=species:S:1:pos:R:3:lowdin_charge:R:1
O 0.356 -1.345 -2.860 -0.122
C 0.740 -2.789 -2.755 -0.164
C 0.409 -3.124 -4.197 -0.073
H 0.135 -3.429 -2.082 0.113
H 1.827 -2.792 -2.500 0.126
C 0.367 -1.573 -4.334 -0.529
H -0.607 -3.541 -4.277 0.124
H 1.158 -3.688 -4.753 0.121
C -0.857 -1.085 -5.099 -0.028
H -1.800 -1.278 -4.585 0.070
H -0.941 -1.570 -6.093 0.105
H -0.785 -0.010 -5.323 0.086
C 1.683 -1.043 -4.924 -0.017
H 2.492 -1.739 -4.651 0.084
H 1.926 -0.055 -4.500 0.087
H 1.660 -0.982 -6.024 0.096
W 0.465 1.157 0.725 1.541
C 2.515 1.460 1.457 -0.223
C 2.369 0.427 2.438 -0.077
C 2.126 -0.790 1.795 -0.076
H 2.488 0.568 3.521 0.141
C 2.056 -0.564 0.380 -0.148
C 2.453 0.807 0.141 -0.264
H 2.706 1.236 -0.814 0.124
H 2.860 2.479 1.654 0.124
H 2.005 -1.755 2.277 0.100
H 1.899 -1.318 -0.397 0.111
C 0.426 3.601 1.355 -0.100
C 0.817 3.313 -0.010 -0.196
C -0.331 2.756 -0.683 -0.223
H 1.765 3.579 -0.470 0.131
C -1.439 2.740 0.253 -0.132
C -0.974 3.294 1.469 -0.089
H -1.577 3.426 2.371 0.113
H 1.014 4.130 2.093 0.126
H -0.390 2.557 -1.757 0.134
H -2.457 2.392 0.064 0.128
O -2.801 -1.182 -2.428 -0.133
C -2.197 0.105 -2.123 -0.162
C -1.285 -0.034 -0.879 -0.272
H -2.986 0.843 -1.851 0.126
H -1.650 0.494 -2.999 0.110
C -1.298 -1.505 -0.498 -0.170
H -1.857 0.471 -0.050 0.074
H -0.248 0.429 -1.089 0.069
C -2.550 -2.018 -1.272 -0.139
H -1.498 -1.538 0.575 0.080
H -0.340 -2.044 -0.618 0.085
H -3.365 -1.828 -0.533 0.130
H -2.536 -3.077 -1.583 0.131
Cl 0.208 -2.399 4.331 0.733
C 0.045 -0.742 4.768 -0.618
C 0.419 -0.388 6.065 -0.109
C 0.270 0.924 6.513 -0.077
C -0.311 1.871 5.666 -0.075
C -0.773 1.496 4.408 -0.056
C -0.466 0.237 3.866 -0.326
C -0.672 -0.006 2.436 -0.202
H 0.783 -1.150 6.750 0.108
H 0.531 1.197 7.535 0.111
H -0.458 2.899 5.995 0.108
H -1.322 2.200 3.792 0.078
H -0.546 -1.068 2.224 0.012
H -1.652 0.359 2.096 0.060
```

Summary:
Spin multiplicity: 3
Energy relative to the best compared isomer or geometry (same formula, charge and spin) (kJ/mol): 61.2
Net charge: +1
Frontier orbital gap (alpha / beta) (hartree): 0.230 / 0.252



A structure of composition C26H34F5N3O5S2V. Source: the OMol25 dataset; level of theory: ωB97M-V/def2-TZVPD.

```
76
Properties=species:S:1:pos:R:3:lowdin_charge:R:1
V 0.810 -0.443 1.244 0.624
C 1.332 0.945 2.965 -0.285
C -0.078 0.770 2.993 -0.280
C -0.349 -0.604 3.228 -0.289
C 0.906 -1.275 3.376 -0.290
C 1.936 -0.317 3.231 -0.270
C 3.411 -0.541 3.368 -0.013
C 1.056 -2.727 3.717 -0.032
C -1.683 -1.253 3.456 -0.038
C -1.071 1.887 2.874 -0.034
C 2.058 2.241 2.764 -0.022
H 3.970 -0.010 2.596 0.078
H 3.666 -1.598 3.295 0.071
H 3.766 -0.179 4.335 0.091
H 0.405 -3.355 3.105 0.065
H 0.800 -2.912 4.764 0.087
H 2.077 -3.070 3.556 0.070
H -1.848 -1.448 4.520 0.088
H -1.757 -2.216 2.945 0.068
H -2.508 -0.628 3.112 0.062
H -0.929 2.469 1.959 0.072
H -0.971 2.581 3.711 0.089
H -2.096 1.516 2.883 0.061
H 2.971 2.099 2.183 0.078
H 2.342 2.697 3.718 0.086
H 1.439 2.963 2.229 0.073
F 7.517 -2.293 -0.553 0.106
C 6.278 -1.807 -0.399 -0.154
C 5.943 -0.556 -0.892 -0.148
F 6.868 0.174 -1.523 0.116
C 4.663 -0.065 -0.734 -0.133
F 4.373 1.154 -1.223 0.097
C 3.644 -0.782 -0.082 -0.302
O 2.448 -0.291 0.034 -0.182
C 4.028 -2.043 0.397 -0.160
F 3.113 -2.803 1.038 0.062
C 5.307 -2.547 0.248 -0.147
F 5.606 -3.758 0.732 0.114
C -6.023 0.914 -3.994 -0.107
C -4.974 0.204 -3.156 -0.296
S -3.318 0.362 -3.796 0.647
O -3.356 0.084 -5.204 -0.291
O -2.450 -0.402 -2.930 -0.312
C -2.896 2.083 -3.608 -0.199
C -2.661 2.555 -2.176 -0.119
N -1.423 2.062 -1.587 0.057
C -1.336 1.144 -0.599 -0.310
N -0.074 0.821 -0.349 0.081
C 0.700 1.543 -1.211 0.020
C -0.116 2.314 -1.975 -0.121
N 0.271 3.302 -2.930 -0.331
O 1.447 3.379 -3.199 0.121
O -0.610 4.010 -3.405 0.064
C -2.506 0.584 0.125 0.006
H -7.017 0.672 -3.619 0.082
H -5.958 0.599 -5.033 0.081
H -5.912 1.998 -3.952 0.073
H -5.118 -0.879 -3.154 0.112
H -4.956 0.538 -2.117 0.090
H -3.696 2.663 -4.068 0.111
H -2.010 2.214 -4.228 0.107
H -3.470 2.236 -1.521 0.115
H -2.639 3.641 -2.175 0.130
H 1.775 1.471 -1.208 0.120
H -3.091 1.372 0.602 0.096
H -2.132 -0.081 0.900 0.061
H -3.144 0.014 -0.550 0.071
C -1.532 -2.666 -0.414 -0.358
S 0.202 -2.621 0.077 0.838
C 0.939 -2.525 -1.564 -0.330
H -1.743 -3.616 -0.903 0.047
H -1.764 -1.848 -1.092 0.008
H -2.134 -2.589 0.491 0.031
H 0.649 -1.596 -2.052 0.046
H 0.615 -3.382 -2.152 0.049
H 2.018 -2.550 -1.444 0.032
```

Summary:
Spin multiplicity: 4
Energy relative to the best compared isomer or geometry (same formula, charge and spin) (kJ/mol): 0.0
Frontier orbital gap (alpha / beta) (hartree): 0.225 / 0.257



A structure of composition C26H34N5Tl in a non-equilibrium geometry. Source: the OMol25 dataset; level of theory: ωB97M-V/def2-TZVPD.

```
66
Properties=species:S:1:pos:R:3:lowdin_charge:R:1
Tl 0.745 -1.961 2.649 0.635
C -0.907 3.393 -1.146 -0.022
C 0.350 4.033 -0.584 -0.182
C 0.884 5.196 -1.087 -0.029
C 2.036 5.770 -0.502 -0.079
C 2.682 5.233 0.569 -0.070
C 2.081 4.108 1.161 -0.040
C 0.969 3.517 0.597 -0.187
N 0.405 2.364 1.260 0.140
C 0.816 1.019 1.245 -0.404
N 2.115 0.859 1.456 0.127
C 2.934 -0.207 0.989 -0.237
C 2.628 -1.556 1.400 -0.281
C 3.433 -2.582 0.909 -0.183
C 4.547 -2.282 0.146 -0.111
C 4.761 -0.977 -0.246 -0.082
C 4.009 0.105 0.192 -0.217
C 4.280 1.513 -0.389 -0.020
N -0.018 0.005 1.145 0.030
C -1.302 0.317 0.602 -0.283
C -2.441 0.665 1.382 -0.034
C -3.639 0.948 0.793 -0.078
C -3.744 0.891 -0.618 -0.086
C -2.672 0.476 -1.341 -0.070
C -1.428 0.182 -0.766 -0.273
C -0.231 -0.170 -1.562 -0.036
H -1.609 4.043 -1.717 0.100
H -1.625 2.992 -0.425 0.066
H -0.633 2.568 -1.784 0.065
H 0.344 5.666 -1.888 0.109
H 2.373 6.689 -0.866 0.084
H 3.450 5.677 1.136 0.095
H 2.490 3.656 2.049 0.111
H -0.635 2.269 1.198 0.122
H 2.667 1.684 1.576 0.107
H 3.293 -3.621 1.173 0.082
H 5.261 -3.080 -0.111 0.106
H 5.675 -0.719 -0.864 0.126
H 4.675 1.345 -1.397 0.078
H 5.064 1.966 0.152 0.063
H 3.387 2.146 -0.480 0.065
H -2.277 0.595 2.451 0.118
H -4.455 1.127 1.433 0.092
H -4.647 1.170 -1.122 0.100
H -2.754 0.366 -2.435 0.124
H -0.467 -0.326 -2.611 0.083
H 0.263 -1.079 -1.237 0.068
H 0.525 0.657 -1.538 0.097
N -4.507 -2.630 0.474 0.010
C -4.466 -3.833 -0.326 -0.306
C -3.086 -4.205 -0.857 -0.218
C -2.047 -4.307 0.255 -0.218
C -0.878 -3.467 -0.172 -0.277
N 0.315 -3.640 0.715 -0.053
H -3.783 -1.938 0.271 0.058
H -4.494 -2.774 1.455 0.053
H -5.076 -3.634 -1.236 0.104
H -4.946 -4.701 0.150 0.115
H -2.846 -3.348 -1.516 0.105
H -3.143 -5.117 -1.497 0.124
H -1.853 -5.333 0.438 0.100
H -2.433 -3.854 1.184 0.111
H -1.196 -2.422 -0.149 0.084
H -0.801 -3.679 -1.263 0.122
H 1.052 -3.149 0.249 0.016
H 0.532 -4.617 0.879 0.085
```

Summary:
Frontier orbital gap (hartree): 0.267



A cluster of 2 separate species, C26H34O6 in total in a non-equilibrium geometry. Source: the OMol25 dataset; level of theory: ωB97M-V/def2-TZVPD.

```
66
Properties=species:S:1:pos:R:3:lowdin_charge:R:1
C -1.122 -1.332 -2.543 0.073
C -0.167 -1.397 -1.519 0.001
C 0.766 -1.651 -0.174 -0.337
C -0.199 -2.253 1.030 -0.060
C -1.577 -2.776 0.823 0.002
O 1.805 -2.706 -0.422 -0.054
C 3.168 -2.161 -0.143 -0.183
O 4.241 -2.739 0.402 0.012
C 2.940 -0.585 -0.653 -0.157
C 4.322 0.278 -0.395 -0.144
C 4.475 1.542 -1.458 -0.199
C 4.582 1.008 -3.007 -0.213
C 6.175 0.843 -3.487 -0.156
C 6.180 1.057 -5.116 -0.252
O 6.940 0.020 -5.851 -0.253
C 6.304 0.032 -7.207 -0.124
C 1.612 -0.288 0.262 -0.199
C 0.864 1.169 0.191 -0.112
C -0.333 1.131 1.359 -0.095
C 0.233 0.942 2.920 -0.042
C -0.787 0.835 4.201 -0.067
C -2.425 0.907 3.894 -0.043
C -2.978 1.122 2.332 -0.008
C -1.944 1.230 1.024 -0.131
C -2.494 1.398 -0.518 -0.119
H -1.964 -1.066 -3.330 0.066
H 0.243 -2.225 2.117 0.122
H -1.932 -3.660 1.517 0.071
H -2.327 -2.340 0.028 0.062
H 2.556 -0.688 -1.778 0.155
H 4.208 0.768 0.676 0.122
H 5.273 -0.433 -0.385 0.130
H 3.528 2.239 -1.303 0.107
H 5.442 2.164 -1.197 0.111
H 4.090 1.816 -3.697 0.107
H 4.084 -0.035 -3.203 0.112
H 6.834 1.651 -2.915 0.116
H 6.475 -0.255 -3.195 0.123
H 5.057 1.003 -5.487 0.108
H 6.564 2.152 -5.368 0.139
H 6.077 1.170 -7.453 0.097
H 5.257 -0.522 -7.129 0.107
H 7.029 -0.449 -7.989 0.102
H 1.990 -0.593 1.345 0.151
H 0.454 1.468 -0.864 0.106
H 1.648 2.012 0.490 0.123
H 1.396 0.873 3.143 0.092
H -0.322 0.695 5.269 0.079
H -3.141 0.798 4.825 0.078
H -4.144 1.154 2.200 0.078
H -2.930 0.332 -0.825 0.073
H -1.674 1.669 -1.307 0.065
H -3.386 2.151 -0.638 0.082
C -8.752 -1.043 2.926 -0.022
C -7.349 -0.713 3.394 -0.356
C -7.056 -1.190 4.785 -0.115
O -6.056 -0.284 5.212 0.057
C -6.276 0.879 4.531 -0.517
O -5.747 1.945 4.791 0.127
O -7.173 0.689 3.514 0.080
H -8.962 -0.548 1.971 0.089
H -8.883 -2.121 2.801 0.091
H -9.501 -0.678 3.637 0.092
H -6.611 -1.085 2.673 0.161
H -6.686 -2.219 4.807 0.145
H -7.911 -1.104 5.464 0.143
```

Summary:
Energy relative to the best compared isomer or geometry (same formula, charge and spin) (kJ/mol): 1075.4
Structure (SMILES): C#C[C@@]1(C=C)OC(=O)[C@H](CCCCCOC)[C@H]1Cc1ccccc1C.C[C@@H]1COC(=O)O1
Frontier orbital gap (hartree): 0.307



Please write out number 3 again, unchanged.
A structure of composition C26H34N5Tl in a non-equilibrium geometry. Source: the OMol25 dataset; level of theory: ωB97M-V/def2-TZVPD.

```
66
Properties=species:S:1:pos:R:3:lowdin_charge:R:1
Tl 0.745 -1.961 2.649 0.635
C -0.907 3.393 -1.146 -0.022
C 0.350 4.033 -0.584 -0.182
C 0.884 5.196 -1.087 -0.029
C 2.036 5.770 -0.502 -0.079
C 2.682 5.233 0.569 -0.070
C 2.081 4.108 1.161 -0.040
C 0.969 3.517 0.597 -0.187
N 0.405 2.364 1.260 0.140
C 0.816 1.019 1.245 -0.404
N 2.115 0.859 1.456 0.127
C 2.934 -0.207 0.989 -0.237
C 2.628 -1.556 1.400 -0.281
C 3.433 -2.582 0.909 -0.183
C 4.547 -2.282 0.146 -0.111
C 4.761 -0.977 -0.246 -0.082
C 4.009 0.105 0.192 -0.217
C 4.280 1.513 -0.389 -0.020
N -0.018 0.005 1.145 0.030
C -1.302 0.317 0.602 -0.283
C -2.441 0.665 1.382 -0.034
C -3.639 0.948 0.793 -0.078
C -3.744 0.891 -0.618 -0.086
C -2.672 0.476 -1.341 -0.070
C -1.428 0.182 -0.766 -0.273
C -0.231 -0.170 -1.562 -0.036
H -1.609 4.043 -1.717 0.100
H -1.625 2.992 -0.425 0.066
H -0.633 2.568 -1.784 0.065
H 0.344 5.666 -1.888 0.109
H 2.373 6.689 -0.866 0.084
H 3.450 5.677 1.136 0.095
H 2.490 3.656 2.049 0.111
H -0.635 2.269 1.198 0.122
H 2.667 1.684 1.576 0.107
H 3.293 -3.621 1.173 0.082
H 5.261 -3.080 -0.111 0.106
H 5.675 -0.719 -0.864 0.126
H 4.675 1.345 -1.397 0.078
H 5.064 1.966 0.152 0.063
H 3.387 2.146 -0.480 0.065
H -2.277 0.595 2.451 0.118
H -4.455 1.127 1.433 0.092
H -4.647 1.170 -1.122 0.100
H -2.754 0.366 -2.435 0.124
H -0.467 -0.326 -2.611 0.083
H 0.263 -1.079 -1.237 0.068
H 0.525 0.657 -1.538 0.097
N -4.507 -2.630 0.474 0.010
C -4.466 -3.833 -0.326 -0.306
C -3.086 -4.205 -0.857 -0.218
C -2.047 -4.307 0.255 -0.218
C -0.878 -3.467 -0.172 -0.277
N 0.315 -3.640 0.715 -0.053
H -3.783 -1.938 0.271 0.058
H -4.494 -2.774 1.455 0.053
H -5.076 -3.634 -1.236 0.104
H -4.946 -4.701 0.150 0.115
H -2.846 -3.348 -1.516 0.105
H -3.143 -5.117 -1.497 0.124
H -1.853 -5.333 0.438 0.100
H -2.433 -3.854 1.184 0.111
H -1.196 -2.422 -0.149 0.084
H -0.801 -3.679 -1.263 0.122
H 1.052 -3.149 0.249 0.016
H 0.532 -4.617 0.879 0.085
```

Summary:
Frontier orbital gap (hartree): 0.267



What did the third record say?
A structure of composition C26H34N5Tl in a non-equilibrium geometry. Source: the OMol25 dataset; level of theory: ωB97M-V/def2-TZVPD.

```
66
Properties=species:S:1:pos:R:3:lowdin_charge:R:1
Tl 0.745 -1.961 2.649 0.635
C -0.907 3.393 -1.146 -0.022
C 0.350 4.033 -0.584 -0.182
C 0.884 5.196 -1.087 -0.029
C 2.036 5.770 -0.502 -0.079
C 2.682 5.233 0.569 -0.070
C 2.081 4.108 1.161 -0.040
C 0.969 3.517 0.597 -0.187
N 0.405 2.364 1.260 0.140
C 0.816 1.019 1.245 -0.404
N 2.115 0.859 1.456 0.127
C 2.934 -0.207 0.989 -0.237
C 2.628 -1.556 1.400 -0.281
C 3.433 -2.582 0.909 -0.183
C 4.547 -2.282 0.146 -0.111
C 4.761 -0.977 -0.246 -0.082
C 4.009 0.105 0.192 -0.217
C 4.280 1.513 -0.389 -0.020
N -0.018 0.005 1.145 0.030
C -1.302 0.317 0.602 -0.283
C -2.441 0.665 1.382 -0.034
C -3.639 0.948 0.793 -0.078
C -3.744 0.891 -0.618 -0.086
C -2.672 0.476 -1.341 -0.070
C -1.428 0.182 -0.766 -0.273
C -0.231 -0.170 -1.562 -0.036
H -1.609 4.043 -1.717 0.100
H -1.625 2.992 -0.425 0.066
H -0.633 2.568 -1.784 0.065
H 0.344 5.666 -1.888 0.109
H 2.373 6.689 -0.866 0.084
H 3.450 5.677 1.136 0.095
H 2.490 3.656 2.049 0.111
H -0.635 2.269 1.198 0.122
H 2.667 1.684 1.576 0.107
H 3.293 -3.621 1.173 0.082
H 5.261 -3.080 -0.111 0.106
H 5.675 -0.719 -0.864 0.126
H 4.675 1.345 -1.397 0.078
H 5.064 1.966 0.152 0.063
H 3.387 2.146 -0.480 0.065
H -2.277 0.595 2.451 0.118
H -4.455 1.127 1.433 0.092
H -4.647 1.170 -1.122 0.100
H -2.754 0.366 -2.435 0.124
H -0.467 -0.326 -2.611 0.083
H 0.263 -1.079 -1.237 0.068
H 0.525 0.657 -1.538 0.097
N -4.507 -2.630 0.474 0.010
C -4.466 -3.833 -0.326 -0.306
C -3.086 -4.205 -0.857 -0.218
C -2.047 -4.307 0.255 -0.218
C -0.878 -3.467 -0.172 -0.277
N 0.315 -3.640 0.715 -0.053
H -3.783 -1.938 0.271 0.058
H -4.494 -2.774 1.455 0.053
H -5.076 -3.634 -1.236 0.104
H -4.946 -4.701 0.150 0.115
H -2.846 -3.348 -1.516 0.105
H -3.143 -5.117 -1.497 0.124
H -1.853 -5.333 0.438 0.100
H -2.433 -3.854 1.184 0.111
H -1.196 -2.422 -0.149 0.084
H -0.801 -3.679 -1.263 0.122
H 1.052 -3.149 0.249 0.016
H 0.532 -4.617 0.879 0.085
```

Summary:
Frontier orbital gap (hartree): 0.267